# 1
{
  "formula": "C4H7NO",
  "method": "ωB97M-V/def2-TZVPD",
  "symbols": ["O", "N", "C", "C", "C", "C", "H", "H", "H", "H", "H", "H", "H"],
  "positions_angstrom": [[0.40241, 0.87937, 2.93022], [-0.90419, 1.00334, -1.69897], [0.13895, -1.89619, 0.39799], [-0.10144, -0.04674, -1.36629], [-0.09599, -0.85010, -0.30510], [0.57648, 1.05074, 1.73006], [0.72288, -1.89275, 1.35175], [-0.04848, -2.96036, 0.30542], [-1.80132, 0.97830, -1.22754], [0.82188, -0.14148, -2.00225], [-0.72502, 1.70283, -2.43307], [1.28993, 0.57441, 1.05382], [-0.27610, 1.59866, 1.26397]],
  "forces_ev_per_angstrom": [[1.45, -0.14, -1.46], [-1.22, 0.53, 0.10], [1.38, -1.60, 2.73], [2.21, -0.30, -0.21], [-0.35, 0.67, -2.16], [-2.75, 0.01, 1.79], [-0.34, 0.91, -0.53], [-0.92, 0.09, -1.09], [0.18, 0.59, -0.49], [-0.98, 0.08, 0.59], [-0.09, -1.15, 0.87], [0.66, 0.14, 0.45], [0.76, 0.17, -0.59]],
  "mulliken_charge": [-0.442, -0.411, -0.491, 0.025, -0.220, -0.053, 0.158, 0.272, 0.219, 0.265, 0.199, 0.309, 0.170],
  "e_above_lowest_ev": 4.172,
  "charge": 0,
  "lumo_energy_ev": 0.63,
  "smiles": "C=C=CN.C=O",
  "multiplicity": 1
}

=====

# 2
{
  "formula": "C27H21MnN6SSe",
  "method": "ωB97M-V/def2-TZVPD",
  "symbols": ["Se", "Mn", "S", "N", "N", "N", "N", "N", "N", "C", "C", "C", "C", "C", "C", "C", "C", "C", "C", "C", "C", "C", "C", "C", "C", "C", "C", "C", "C", "C", "C", "C", "C", "C", "C", "C", "H", "H", "H", "H", "H", "H", "H", "H", "H", "H", "H", "H", "H", "H", "H", "H", "H", "H", "H", "H", "H"],
  "positions_angstrom": [[2.02428, -0.58644, 1.31419], [0.49576, 1.04824, 0.21516], [-1.36411, 2.72995, -0.34067], [-0.25217, -4.38412, -0.34125], [-1.65036, 4.74226, 1.36282], [1.25136, 3.20903, 0.43103], [-1.26680, -0.24118, -0.30825], [0.50143, 4.09052, 1.09310], [2.25976, 1.40637, -1.16644], [-2.53579, -2.58574, -2.86339], [-1.76376, -2.21688, -3.92905], [-2.07655, 0.76139, 4.28668], [4.98623, 1.31345, -1.71520], [1.39468, -2.66190, -0.61767], [3.10802, 2.28527, -0.58950], [2.77266, 0.53127, -2.03592], [-3.21313, -2.20712, -0.49764], [-2.44463, 0.07318, 3.14510], [-0.50319, 0.93379, 1.99500], [4.48191, 2.23382, -0.81996], [2.50970, 3.29473, 0.30218], [-0.12926, 1.60950, 3.14789], [-0.91745, 1.52935, 4.28602], [-1.66153, 0.15381, 1.99143], [-3.03265, -1.51856, 0.65854], [0.68428, -3.76846, -1.05945], [-0.86318, -1.13855, -3.81129], [1.12279, -2.13795, 0.64175], [-1.47366, -0.87503, -1.49775], [-2.00626, -0.54103, 0.74198], [-0.72104, -0.47781, -2.62284], [-2.42000, -1.90871, -1.63042], [-0.48702, -3.89417, 0.87539], [-0.77913, 3.90872, 0.76764], [0.16256, -2.79096, 1.40804], [4.11154, 0.45946, -2.35860], [-3.95925, -2.98993, -0.56746], [2.07387, -0.17050, -2.47460], [-3.62974, -1.74165, 1.53006], [5.13049, 2.92773, -0.30300], [-2.68823, 0.69982, 5.17726], [-0.28727, -0.82838, -4.67417], [-3.24543, -3.39959, -2.94796], [6.04897, 1.26297, -1.91208], [-2.63452, 4.57908, 1.25972], [-0.06461, 0.37962, -2.52923], [-1.24079, -4.40989, 1.46190], [0.87526, -4.17785, -2.04638], [-0.62168, 2.06044, 5.18282], [0.77568, 2.20441, 3.16745], [2.15664, -2.21720, -1.24495], [-1.85317, -2.73825, -4.87283], [-3.35395, -0.51443, 3.15258], [3.14526, 4.02964, 0.78862], [-1.30827, 5.37286, 2.06875], [4.45490, -0.27070, -3.07735], [-0.07945, -2.43771, 2.40215]],
  "forces_ev_per_angstrom": [[0.12, -0.20, 0.05], [-0.51, 0.71, -0.04], [-0.17, 0.04, 0.02], [-0.02, -0.01, 0.03], [-0.01, 0.00, -0.01], [-0.36, -0.34, 0.17], [0.18, -0.34, -0.10], [0.08, 0.19, 0.03], [0.38, -0.07, -0.20], [0.00, 0.01, 0.01], [-0.02, -0.04, -0.02], [-0.02, -0.02, 0.00], [0.16, 0.08, 0.04], [0.03, 0.00, -0.05], [-0.01, -0.11, 0.15], [-0.27, 0.00, 0.12], [-0.06, -0.01, 0.03], [-0.01, -0.02, -0.01], [0.05, -0.01, -0.02], [-0.21, 0.20, 0.02], [0.64, -0.32, -0.03], [-0.04, 0.03, -0.01], [0.02, 0.02, 0.02], [0.06, 0.06, 0.00], [-0.03, 0.03, 0.01], [0.01, 0.02, 0.00], [0.05, 0.03, 0.02], [-0.03, 0.00, 0.08], [-0.10, 0.01, 0.02], [0.00, -0.07, -0.09], [0.02, -0.03, -0.03], [0.05, 0.06, -0.02], [0.04, 0.00, -0.01], [0.13, 0.00, 0.07], [0.03, -0.03, 0.00], [-0.04, -0.13, -0.11], [0.01, 0.00, 0.01], [-0.04, 0.02, 0.00], [0.00, -0.02, -0.02], [0.00, 0.01, 0.01], [0.00, 0.00, 0.00], [0.00, 0.01, 0.00], [0.00, 0.00, 0.00], [0.01, 0.01, 0.02], [0.02, 0.01, -0.01], [0.02, 0.01, 0.00], [-0.01, -0.01, -0.01], [0.01, 0.00, 0.00], [0.00, 0.00, -0.01], [0.00, 0.00, -0.01], [-0.02, -0.01, 0.01], [0.00, 0.00, 0.00], [0.00, 0.01, 0.01], [-0.11, 0.25, -0.12], [0.00, -0.02, -0.02], [0.00, 0.00, 0.00], [0.00, 0.01, 0.00]],
  "lowdin_spin": [-0.092, 4.153, 0.003, -0.007, 0.005, 0.041, 0.046, 0.003, 0.011, 0.001, 0.001, 0.012, 0.004, -0.006, 0.007, 0.007, 0.002, -0.009, -0.193, 0.000, 0.013, -0.010, -0.010, -0.010, 0.001, 0.001, 0.001, 0.002, 0.006, 0.005, 0.004, 0.002, 0.001, 0.007, -0.005, 0.000, 0.000, 0.001, 0.000, 0.000, 0.001, 0.000, 0.000, 0.000, 0.000, 0.002, 0.000, 0.000, -0.002, -0.001, 0.000, 0.000, -0.002, 0.001, 0.000, 0.000, 0.000],
  "e_above_lowest_ev": 0.061,
  "charge": 0,
  "lumo_energy_ev": [-0.56, -0.42],
  "multiplicity": 5
}